No. 1
Below is a molecular structure, C43H44InN10OPSSe, with properties calculated with ωB97M-V with the def2-TZVPD basis set.

Geometry as XYZ:
```
102
Properties=species:S:1:pos:R:3:forces:R:3
In 0.64583 -0.55825 -0.01793 0.213 0.207 -0.123
N 2.29208 1.27424 -3.75250 0.035 -0.032 0.159
C 2.03665 0.86012 -2.49843 0.296 0.030 0.026
S 0.33730 0.80914 -2.06757 0.133 -0.245 -0.028
N 3.09403 0.57644 -1.76403 -0.605 -0.108 0.314
N 2.79755 0.14327 -0.49513 0.316 0.337 -0.387
C 3.76362 0.08134 0.35360 0.027 -0.038 -0.244
C 5.16905 0.44022 0.02402 -0.116 -0.016 0.061
C 5.77596 1.51218 0.66689 0.085 0.028 -0.009
C 7.08847 1.85273 0.36713 -0.043 -0.013 0.025
C 7.80027 1.10922 -0.56152 -0.006 -0.024 -0.017
C 7.19823 0.02868 -1.19508 0.042 0.032 0.014
C 5.88437 -0.30168 -0.91031 -0.049 -0.038 -0.053
C 3.42479 -0.41893 1.70633 0.070 0.069 -0.035
C 4.41021 -0.61726 2.66794 -0.051 0.031 -0.002
C 4.04596 -1.10805 3.90942 0.043 -0.019 0.048
C 2.71395 -1.39620 4.15695 -0.002 0.019 -0.036
C 1.80004 -1.17390 3.14270 0.000 -0.039 0.112
N 2.13745 -0.69407 1.94839 -0.127 -0.210 0.114
H 1.55103 1.55028 -4.36940 0.001 -0.012 0.000
H 3.25301 1.39170 -4.03019 -0.011 0.013 -0.025
H 5.22079 2.08023 1.40155 -0.032 0.053 0.044
H 7.55587 2.69368 0.86223 -0.013 -0.002 -0.001
H 8.82466 1.37024 -0.79138 -0.003 -0.009 -0.003
H 7.75368 -0.55359 -1.91813 0.000 0.003 0.005
H 5.40930 -1.13042 -1.41960 -0.014 0.000 0.008
H 5.44186 -0.39229 2.43963 -0.028 -0.013 -0.020
H 4.79803 -1.26634 4.67099 -0.009 -0.009 0.006
H 2.38331 -1.78241 5.11089 0.005 0.006 0.004
H 0.74808 -1.38736 3.29869 0.179 -0.020 0.050
C -2.24613 -1.59570 -3.58566 -0.010 0.023 0.033
C -2.28744 -1.68929 -2.07845 0.190 0.368 -0.425
O -1.22771 -1.73382 -1.44176 -0.516 -0.294 0.643
N -3.52346 -1.65882 -1.55468 0.060 -0.156 -0.010
C -3.87235 -1.57962 -0.15024 -0.103 0.104 -0.050
C -4.25092 -0.17305 0.27118 0.160 -0.094 -0.105
C -5.47273 0.08377 0.87187 -0.003 0.023 0.023
C -5.78753 1.39253 1.21056 -0.049 -0.005 0.024
C -4.87888 2.39077 0.91194 -0.024 -0.012 0.014
C -3.68325 2.03521 0.30435 0.060 -0.102 -0.034
N -3.35135 0.77897 0.00259 -0.108 0.062 0.034
H -1.29286 -1.96907 -3.94442 0.026 -0.027 -0.029
H -2.30506 -0.53858 -3.85305 -0.008 -0.007 0.002
H -3.06881 -2.11892 -4.07257 0.004 -0.004 0.020
H -4.28539 -1.62725 -2.21343 0.029 0.078 -0.002
H -3.02407 -1.93309 0.42094 0.085 0.017 0.018
H -4.70438 -2.25961 0.03260 -0.003 -0.007 0.058
H -6.16885 -0.72355 1.05931 -0.007 0.006 0.003
H -6.73384 1.62846 1.67949 -0.003 -0.016 -0.005
H -5.08751 3.42847 1.13266 0.002 -0.001 -0.008
H -2.95790 2.79525 0.04809 -0.026 0.009 -0.035
N -0.99640 0.93680 2.58559 -0.029 0.503 0.225
P 0.12393 1.70581 1.55966 0.246 0.059 -0.213
C -0.70132 3.24651 1.11438 0.077 0.050 0.094
C -1.41081 3.98130 2.06565 0.000 0.124 -0.035
C -2.01608 5.17307 1.70687 0.019 -0.012 -0.008
C -1.88960 5.65384 0.40613 -0.010 0.003 0.004
C -1.15310 4.94535 -0.52921 -0.019 -0.030 0.028
C -0.56222 3.73671 -0.17740 0.005 0.046 -0.153
C 1.43847 2.30796 2.66238 -0.152 -0.044 0.106
C 1.47703 2.03763 4.02554 -0.004 -0.068 0.017
C 2.48995 2.56698 4.81380 0.036 0.020 -0.022
C 3.46508 3.37234 4.24314 -0.021 -0.017 0.021
C 3.43000 3.64352 2.88105 0.021 -0.011 0.021
C 2.42608 3.10772 2.09069 0.020 0.062 -0.073
C -1.36930 -0.37054 2.52010 -0.248 0.054 0.183
C -2.29954 -0.86818 3.45165 -0.026 -0.119 0.016
C -2.58226 -2.20809 3.46440 -0.109 0.109 0.180
C -1.96101 -3.05461 2.54358 0.085 -0.065 -0.062
C -1.11480 -2.48685 1.63387 0.054 -0.061 -0.081
N -0.81938 -1.16669 1.60977 -0.040 -0.555 -0.393
H -1.51124 1.49301 3.25552 0.012 -0.085 0.000
H -1.47968 3.65691 3.09892 0.006 -0.046 -0.016
H -2.56978 5.73919 2.44396 -0.003 0.011 -0.003
H -2.35608 6.59027 0.13028 -0.002 0.000 0.008
H -1.04112 5.32297 -1.53680 -0.011 0.012 0.007
H -0.01258 3.17159 -0.92153 -0.034 0.025 0.091
H 0.72093 1.41015 4.48362 -0.001 0.015 -0.016
H 2.50888 2.35917 5.87564 0.006 0.003 -0.001
H 4.24619 3.79699 4.85961 -0.003 -0.002 -0.001
H 4.18195 4.28341 2.43769 -0.003 -0.005 -0.016
H 2.40369 3.33653 1.02951 -0.016 -0.011 -0.004
H -2.76029 -0.19400 4.16105 0.015 0.034 -0.013
H -3.28045 -2.60262 4.19117 -0.004 -0.002 -0.007
H -2.15734 -4.11633 2.52351 -0.002 -0.011 -0.011
H -0.65051 -3.08032 0.85664 -0.032 0.099 0.030
C 1.58502 -4.97234 1.87616 -0.042 0.004 -0.070
N 0.85322 -5.19078 0.63283 0.072 -0.128 0.105
C 0.07134 -6.29246 0.36387 -0.065 -0.001 -0.084
C -0.36931 -6.16118 -0.90737 0.012 0.013 0.097
N 0.15429 -4.98487 -1.39487 -0.034 0.013 -0.143
C -0.04858 -4.49720 -2.75697 0.045 -0.065 0.072
C 0.90066 -4.39474 -0.44867 -0.006 0.111 -0.121
Se 1.94461 -2.84408 -0.61966 0.074 -0.048 0.012
H 1.41243 -5.83313 2.51526 0.026 0.017 0.046
H 1.22610 -4.06826 2.36283 0.013 0.032 0.036
H 2.64628 -4.87003 1.66563 0.010 0.001 0.009
H -0.08946 -7.07346 1.08531 0.010 0.006 0.009
H -0.99350 -6.80212 -1.50415 0.007 0.006 -0.010
H 0.02503 -5.34259 -3.43651 0.009 0.026 -0.025
H 0.72206 -3.76466 -2.98014 -0.023 -0.003 0.000
H -1.02502 -4.03062 -2.83610 -0.031 -0.013 -0.012
```
Positions in Å, forces in eV/Å.

The value obtained for the HOMO energy is -12.5 eV. The charge is +2. For the LUMO energy, the calculation gives -4.858 eV.

No. 2
Below is a molecular structure, C43H44MnN4O3P3S4 at a distorted geometry, with properties calculated with ωB97M-V with the def2-TZVPD basis set.

Geometry as XYZ:
```
102
Properties=species:S:1:pos:R:3:forces:R:3
Mn 0.58753 -0.96149 -0.07089 -0.515 0.675 -0.933
C -0.58179 -3.44813 1.53314 -0.057 0.051 -0.030
C 0.57723 -2.52316 1.35665 0.159 -0.062 0.401
N 0.41744 -1.21674 1.83980 0.095 -0.075 0.416
N 1.56367 -0.40526 1.72362 0.555 -0.128 0.163
C 1.42906 0.89740 1.53420 -0.317 -0.358 -0.041
S -0.00893 1.82844 1.13107 -0.019 -0.018 0.049
S 2.79007 1.93026 1.62592 0.162 0.027 -0.256
C 4.21765 0.84207 2.03256 -0.088 0.040 0.145
C 5.30598 1.01625 1.01313 -0.053 0.143 0.012
C 6.33819 1.92181 1.23098 0.020 0.022 0.027
C 7.34927 2.07799 0.29011 -0.008 -0.021 -0.020
C 7.34137 1.31460 -0.86889 -0.030 0.056 0.037
C 6.31348 0.40038 -1.08575 0.070 -0.041 -0.055
C 5.29050 0.26330 -0.15634 -0.011 0.000 -0.016
C 1.93274 -3.11154 1.33707 -0.229 0.016 0.119
C 2.37373 -4.05498 2.26132 -0.037 -0.046 0.046
C 3.67165 -4.52538 2.16860 -0.002 -0.023 -0.002
C 4.49838 -4.06868 1.14690 0.036 0.072 -0.099
C 4.04499 -3.14668 0.21060 0.164 -0.057 -0.012
C 2.74457 -2.67606 0.31337 -0.111 0.208 -0.464
O 2.18312 -1.81656 -0.57918 0.066 -0.327 0.138
H -0.55290 -3.90374 2.52691 0.003 -0.021 -0.006
H -1.54291 -2.95721 1.40882 0.003 -0.012 0.020
H -0.49352 -4.24856 0.80104 0.013 -0.022 -0.008
H 4.54429 1.15628 3.02157 0.004 -0.047 0.027
H 3.83831 -0.17618 2.07833 0.021 -0.018 0.004
H 6.36331 2.50131 2.14841 0.009 -0.031 -0.056
H 8.15298 2.77959 0.47320 -0.033 -0.020 -0.009
H 8.14038 1.41609 -1.59209 -0.007 -0.023 0.035
H 6.36370 -0.24850 -1.95458 -0.069 0.023 -0.030
H 4.48486 -0.44923 -0.30465 0.014 -0.085 0.007
H 1.72395 -4.41189 3.05227 0.014 0.033 -0.033
H 4.03658 -5.25238 2.88089 0.003 0.025 -0.010
H 5.51061 -4.44600 1.07152 -0.033 0.006 -0.006
H 4.68707 -2.81295 -0.59570 0.007 -0.033 0.013
S -1.31525 -1.42853 -1.51042 0.218 -0.273 -0.061
P -1.87209 0.46833 -0.98483 0.130 -0.198 -0.314
C -1.14739 0.53888 0.64814 -0.018 0.516 -0.059
P -2.11979 0.19968 2.12028 0.087 -0.239 -0.081
S -0.66078 -0.92674 3.16984 -0.066 0.097 0.034
C -2.46311 1.63717 3.11623 -0.028 0.104 -0.007
C -1.57038 2.09985 4.08603 -0.068 -0.027 0.008
C -1.86783 3.25141 4.79459 -0.008 0.055 0.032
C -3.04175 3.94667 4.53478 0.014 0.014 0.009
C -3.93657 3.48625 3.57580 -0.007 -0.063 -0.034
C -3.65641 2.33050 2.86601 0.081 0.049 0.054
C -3.58556 -0.80651 2.05520 -0.157 0.002 -0.043
C -3.78493 -1.77006 1.06299 -0.078 -0.008 0.129
C -4.91001 -2.57344 1.10365 -0.005 -0.023 -0.011
C -5.83075 -2.43587 2.13498 -0.032 -0.037 0.013
C -5.62308 -1.50251 3.14107 0.031 0.017 0.014
C -4.50366 -0.68730 3.11038 0.059 -0.049 -0.060
C -3.66036 0.58437 -1.09180 -0.040 0.054 0.177
C -4.38980 -0.34142 -1.82996 -0.078 0.008 0.090
C -5.75261 -0.14684 -2.01326 0.045 -0.023 -0.005
C -6.37983 0.95829 -1.45662 -0.022 -0.013 -0.015
C -5.64914 1.88590 -0.72246 0.009 0.013 0.024
C -4.28706 1.70819 -0.55067 0.021 -0.030 -0.036
C -1.32947 1.84975 -1.99823 0.027 -0.027 -0.096
C -1.15946 1.61875 -3.35958 -0.007 0.088 0.034
C -0.93288 2.68442 -4.21892 -0.028 -0.021 0.004
C -0.89826 3.98165 -3.72429 -0.020 -0.031 -0.039
C -1.10389 4.21851 -2.37066 -0.010 -0.025 0.071
C -1.32818 3.15725 -1.50612 -0.009 0.013 -0.025
H -0.65725 1.56151 4.30143 0.015 0.023 -0.022
H -1.18424 3.60569 5.55500 -0.020 -0.011 -0.020
H -3.26673 4.84867 5.08925 0.001 -0.028 0.004
H -4.86258 4.01620 3.39380 0.038 0.005 0.000
H -4.36692 1.96008 2.13863 -0.008 -0.007 0.015
H -3.06879 -1.90032 0.26609 -0.019 0.029 -0.058
H -5.07099 -3.31303 0.32943 0.009 0.021 0.021
H -6.70847 -3.06935 2.16259 0.021 0.024 -0.008
H -6.33170 -1.40861 3.95354 0.025 -0.004 -0.021
H -4.34352 0.02474 3.90786 -0.034 0.009 -0.011
H -3.90462 -1.21410 -2.24814 -0.015 0.004 -0.019
H -6.32484 -0.86053 -2.59161 0.014 0.017 0.011
H -7.44155 1.10656 -1.60510 0.016 -0.009 0.012
H -6.14200 2.75379 -0.30249 0.021 -0.017 -0.018
H -3.71032 2.45137 -0.01105 -0.025 0.020 -0.025
H -1.19655 0.61187 -3.74960 0.005 0.028 -0.007
H -0.79963 2.49742 -5.27734 0.007 0.011 0.054
H -0.73842 4.81478 -4.39749 0.008 -0.034 0.021
H -1.10675 5.23228 -1.98929 0.001 -0.052 -0.014
H -1.53355 3.37262 -0.46485 0.043 -0.015 0.028
N 0.64718 -2.67349 -4.51268 0.075 -0.010 0.148
C 1.48318 -2.41439 -3.28080 -0.019 0.027 -0.057
P 1.59138 -0.57048 -3.15061 0.054 0.540 -0.293
O 0.95952 -0.13871 -4.44057 0.196 -0.054 0.317
O 1.18530 0.06582 -1.83150 -0.321 -0.044 0.512
C 3.38248 -0.14568 -3.18396 0.112 0.144 -0.046
N 3.50983 1.27415 -2.68425 -0.335 -0.244 -0.133
H -0.26710 -3.05693 -4.27951 -0.020 -0.041 0.041
H 1.09837 -3.29401 -5.18261 0.010 -0.059 0.012
H 0.50962 -1.71965 -4.94144 0.057 0.076 0.013
H 2.47383 -2.84378 -3.41443 -0.016 -0.070 -0.023
H 1.02642 -2.86051 -2.40866 -0.022 -0.091 0.027
H 3.80547 -0.21332 -4.18318 0.051 0.046 -0.004
H 3.93461 -0.77922 -2.49528 -0.004 -0.050 0.066
H 4.42985 1.46008 -2.27649 0.193 -0.061 0.077
H 2.79132 1.39823 -1.95373 0.038 -0.008 0.039
H 3.32182 1.94917 -3.42707 0.010 0.013 -0.022
```
Positions in Å, forces in eV/Å.

The value obtained for the HOMO energy (spin up / spin down) is -15.1 / -15.2 eV. The charge is +3. For the LUMO energy (spin up / spin down), the calculation gives -8.342 / -7.849 eV. The multiplicity is 2.

Result set for total energy: -5618.6007, -5876.7046 hartree, one per record in the order listed.